# 1
This record from OMol25 describes a 2-piece molecular cluster, C4H12N2 overall in a non-equilibrium geometry. The level of theory is ωB97M-V with the def2-TZVPD basis set.

```
18
Properties=species:S:1:pos:R:3:mulliken_charge:R:1
C 2.51 -0.75 0.32 -0.861
N 1.46 -0.05 -0.42 -0.264
C 0.34 0.60 0.16 -0.547
C -0.66 -0.33 0.79 -0.115
N -1.56 -0.67 -0.28 -0.559
C -2.33 0.58 -0.44 -0.972
H 3.03 -0.17 1.10 0.270
H 2.08 -1.63 0.80 0.259
H 3.20 -1.14 -0.42 0.339
H 1.78 0.52 -1.18 0.232
H 0.66 1.46 0.77 0.266
H -0.46 0.65 -1.46 0.281
H -1.26 0.06 1.60 0.292
H -0.19 -1.28 1.07 0.218
H -0.85 -0.52 -1.04 0.119
H -2.84 0.51 -1.40 0.329
H -1.78 1.51 -0.29 0.391
H -3.12 0.66 0.32 0.322
```

Summary:
Relative energy (zero: lowest compared OMol25 entry of this formula, charge and spin) ... 123.8 kcal/mol
HOMO-LUMO gap ... 8.5 eV

***

# 2
This record from OMol25 describes C6H7MgNaO7 as an isolated structure in a non-equilibrium geometry. The level of theory is ωB97M-V with the def2-TZVPD basis set.

```
22
Properties=species:S:1:pos:R:3:mulliken_charge:R:1
O -1.12 1.45 -0.09 -0.249
C -2.19 2.42 0.22 -0.310
C -1.75 1.50 1.27 -0.124
O 2.58 1.71 0.69 -0.598
C 2.84 0.49 0.52 0.806
O 1.64 -0.07 -0.11 -0.434
O 3.72 -0.25 0.85 -0.440
Na -2.48 -0.18 -1.39 1.006
Mg 0.91 1.90 -0.36 1.067
H -3.11 2.21 -0.32 0.214
H -1.85 3.45 0.24 0.299
H -2.34 0.61 1.49 0.272
H -1.12 1.87 2.07 0.269
O -0.85 -1.60 -0.60 -0.444
C -0.69 -1.73 0.75 0.511
C 0.43 -1.79 -1.24 -0.458
O -1.59 -1.76 1.52 -0.470
O 0.61 -1.77 1.04 -0.319
C 1.38 -1.43 -0.11 0.180
H 0.51 -1.12 -2.10 0.254
H 0.52 -2.83 -1.56 0.367
H 2.33 -1.99 -0.08 0.601
```

Summary:
Charge ... +2
HOMO-LUMO gap ... 8.1 eV

***

# 3
This record from OMol25 describes one molecule with the formula H3N7 in a non-equilibrium geometry. The level of theory is ωB97M-V with the def2-TZVPD basis set.

```
10
Properties=species:S:1:pos:R:3:mulliken_charge:R:1
N -0.57 -2.76 -1.16 -0.447
N -1.64 -2.74 -0.37 -0.185
N 0.08 -1.64 -1.19 0.845
N -1.85 -1.52 0.08 -0.182
N 1.25 -1.31 -1.52 -0.739
N -0.89 -0.68 -0.38 0.491
N -0.55 0.39 0.27 -0.622
H 1.73 -2.12 -1.87 0.291
H -0.61 1.38 -0.05 0.265
H 0.43 0.27 0.32 0.283
```

Summary:
Relative energy (zero: lowest compared OMol25 entry of this formula, charge and spin) ... 0.0 kcal/mol
HOMO-LUMO gap (alpha / beta) ... 9.0 / 9.0 eV

***

# 4
This record from OMol25 describes C4H5LiO6Tb as an isolated structure in a non-equilibrium geometry. The level of theory is ωB97M-V with the def2-TZVPD basis set.

```
17
Properties=species:S:1:pos:R:3:lowdin_spin:R:1
O 0.33 -1.38 1.54 0.000
C 0.75 -1.93 0.29 0.000
C -0.28 -1.58 -0.78 0.000
O -0.85 -0.30 -0.62 0.001
C -0.07 0.87 -0.89 0.006
O 1.15 0.79 -0.55 0.010
O -0.56 1.53 -1.89 0.040
H 0.70 -1.88 2.27 0.000
H 0.82 -3.02 0.36 0.000
H 1.74 -1.52 0.02 0.000
H -1.14 -2.27 -0.70 0.000
H 0.18 -1.68 -1.78 0.000
O -0.59 3.68 0.18 0.037
C -0.48 2.48 0.65 0.027
O -0.21 2.35 1.88 0.007
Li 0.55 0.59 1.39 0.002
Tb -2.03 3.28 -1.36 6.870
```

Summary:
Relative energy (zero: lowest compared OMol25 entry of this formula, charge and spin) ... 14.9 kcal/mol
<S²> ... 15.784
2S+1 ... 8
HOMO-LUMO gap (alpha / beta) ... 5.9 / 5.0 eV

***

# 5
This record from OMol25 describes one molecule with the formula C24H32N2O2S in a non-equilibrium geometry. The level of theory is ωB97M-V with the def2-TZVPD basis set.

```
61
Properties=species:S:1:pos:R:3:mulliken_charge:R:1
C -7.10 -1.90 -0.28 -1.490
C -7.19 -0.43 0.18 1.584
C -8.21 0.34 -0.65 -1.541
O -7.63 -0.36 1.54 -0.585
C -5.87 0.18 0.05 -0.506
C -4.78 0.70 0.02 -0.113
C -3.52 1.29 -0.06 0.210
C -3.14 2.54 0.35 -0.661
C -1.78 2.80 0.13 -0.614
C -1.12 1.76 -0.45 0.641
C 0.32 1.66 -0.85 -1.057
N 0.86 0.38 -0.43 0.304
C 0.98 0.28 1.01 -0.302
C 1.33 -1.17 1.38 -1.212
N 2.52 -1.66 0.72 0.218
C 3.75 -1.67 1.47 -1.048
C 4.34 -0.34 1.99 -1.217
C 4.88 0.58 0.94 0.563
C 5.81 0.14 0.00 -0.058
C 6.30 0.99 -0.98 -0.764
C 5.89 2.31 -1.02 -0.469
C 4.99 2.78 -0.07 -0.652
C 4.49 1.92 0.89 -0.308
C 2.57 -1.36 -0.71 0.333
C 1.68 -2.34 -1.49 -0.975
C 2.10 -3.80 -1.27 -0.702
O 1.80 -4.28 0.01 -0.654
C 2.14 0.08 -1.03 -1.015
S -2.16 0.41 -0.73 -0.137
H -8.06 -2.38 -0.15 0.387
H -6.35 -2.44 0.31 0.340
H -6.81 -1.95 -1.32 0.345
H -7.92 0.34 -1.70 0.359
H -9.19 -0.13 -0.54 0.396
H -8.27 1.36 -0.29 0.369
H -6.98 -0.80 2.10 0.376
H -3.83 3.24 0.79 0.488
H -1.30 3.73 0.38 0.446
H 0.40 1.71 -1.94 0.407
H 0.88 2.51 -0.42 0.199
H 1.74 0.98 1.40 -0.100
H 0.02 0.54 1.47 0.588
H 0.49 -1.80 1.08 0.289
H 1.46 -1.26 2.46 0.556
H 3.57 -2.29 2.36 0.453
H 4.50 -2.18 0.86 0.508
H 3.59 0.18 2.58 0.348
H 5.16 -0.61 2.67 0.508
H 6.15 -0.89 0.03 0.429
H 7.01 0.62 -1.70 0.413
H 6.27 2.98 -1.77 0.392
H 4.67 3.81 -0.09 0.410
H 3.80 2.29 1.63 0.332
H 3.60 -1.48 -1.04 0.605
H 1.76 -2.11 -2.55 0.457
H 0.64 -2.21 -1.19 0.232
H 3.18 -3.90 -1.47 0.237
H 1.56 -4.45 -1.97 0.465
H 2.09 -3.59 0.63 0.415
H 2.91 0.79 -0.69 -0.206
H 2.05 0.18 -2.12 0.786
```

Summary:
Relative energy (zero: lowest compared OMol25 entry of this formula, charge and spin) ... 61.2 kcal/mol
Structure (SMILES) ... CC(C)(O)C#Cc1ccc(CN2CCN(CCc3ccccc3)[C@@H](CCO)C2)s1
HOMO-LUMO gap ... 8.8 eV

***

# 6
This record from OMol25 describes C43H60FN8O4PRbSe2Si as an isolated structure in a non-equilibrium geometry. The level of theory is ωB97M-V with the def2-TZVPD basis set.

```
121
Properties=species:S:1:pos:R:3:mulliken_charge:R:1
Rb -1.65 0.50 -0.53 0.919
C 0.64 -5.04 -5.21 -0.724
O -0.65 -5.43 -4.80 -0.505
C -1.34 -4.58 -3.98 1.508
C -2.61 -5.05 -3.57 -1.104
C -3.35 -4.24 -2.74 -0.591
C -2.92 -2.98 -2.29 0.292
C -3.80 -2.18 -1.45 0.579
C -5.07 -2.80 -0.87 -1.681
O -3.56 -1.01 -1.18 0.083
C -1.62 -2.50 -2.69 -1.088
O -1.10 -1.42 -2.29 0.005
C -0.87 -3.36 -3.57 -0.174
H 1.02 -5.84 -5.83 0.252
H 1.30 -4.89 -4.35 0.281
H 0.60 -4.11 -5.79 0.296
H -2.96 -6.01 -3.91 0.393
H -4.32 -4.60 -2.43 0.344
H -5.81 -2.95 -1.66 0.430
H -5.47 -2.10 -0.14 0.200
H -4.89 -3.76 -0.41 0.450
H 0.11 -3.00 -3.85 -0.254
Se -6.63 2.38 0.31 -0.200
Se -5.70 1.44 -1.58 -0.042
C -4.30 2.70 -2.04 0.398
C -4.19 3.99 -1.54 -0.070
C -3.17 4.78 -2.02 -0.534
C -2.32 4.28 -2.99 -0.421
C -2.51 2.97 -3.40 -0.252
N -3.47 2.18 -2.93 -0.390
C -5.70 1.35 1.68 0.378
C -6.31 1.26 2.92 -0.716
C -5.69 0.50 3.90 -0.587
C -4.51 -0.16 3.59 -0.890
C -3.99 0.00 2.31 -0.571
N -4.57 0.75 1.38 0.234
H -4.88 4.34 -0.78 0.254
H -3.04 5.79 -1.64 0.365
H -1.50 4.86 -3.39 0.400
H -1.84 2.51 -4.12 0.352
H -7.25 1.77 3.13 0.360
H -6.13 0.42 4.88 0.421
H -3.98 -0.75 4.32 0.503
H -3.07 -0.50 2.03 0.978
C 0.92 -3.47 3.29 -1.041
Si -0.58 -2.92 2.29 0.014
C -0.18 -3.25 0.50 0.120
C -2.01 -4.06 2.76 -1.205
N -0.93 -1.27 2.49 0.598
C -1.21 -0.69 3.66 0.051
C -1.37 -1.31 4.93 -0.458
C -1.67 -0.61 6.08 -1.053
C -1.84 0.77 6.08 -0.718
C -1.68 1.44 4.86 -0.830
C -1.38 0.73 3.73 0.850
F -1.26 1.44 2.56 -0.103
H 1.09 -4.54 3.19 0.437
H 0.81 -3.24 4.35 0.316
H 1.82 -2.96 2.95 0.170
H 0.23 -4.25 0.36 0.549
H 0.54 -2.53 0.12 -0.560
H -1.06 -3.16 -0.13 -0.238
H -1.78 -5.08 2.45 0.379
H -2.93 -3.75 2.26 0.269
H -2.21 -4.07 3.83 0.298
H -1.26 -2.38 4.99 0.192
H -1.79 -1.16 7.01 0.347
H -2.08 1.31 6.98 0.368
H -1.80 2.51 4.77 0.467
O -0.94 3.01 -0.51 -0.351
N 0.13 2.63 -0.06 -0.460
N 0.74 1.74 -0.85 0.046
P 2.32 1.53 -0.46 -1.113
N 3.26 2.82 -0.92 0.927
C 3.14 4.03 -0.07 -0.537
C 3.31 5.31 -0.88 -0.942
C 4.54 5.20 -1.76 -0.698
C 4.38 4.03 -2.75 -0.835
C 3.21 3.13 -2.36 -0.225
N 2.65 1.38 1.13 1.058
C 3.96 1.66 1.74 -0.981
C 4.49 0.44 2.46 -0.818
C 3.58 0.06 3.63 -0.884
C 2.13 0.44 3.34 -0.218
C 1.83 0.37 1.85 -0.366
N 2.75 0.22 -1.34 1.059
C 1.89 -0.61 -2.19 -0.169
C 2.47 -0.71 -3.59 -0.651
C 3.90 -1.24 -3.55 -0.906
C 4.77 -0.41 -2.62 -0.545
C 4.12 -0.29 -1.24 -0.584
H 3.93 4.00 0.69 0.197
H 2.18 4.03 0.46 0.448
H 3.39 6.14 -0.18 0.435
H 2.42 5.50 -1.48 0.346
H 5.41 5.03 -1.12 0.295
H 4.74 6.13 -2.29 0.395
H 5.29 3.43 -2.80 0.191
H 4.19 4.41 -3.76 0.519
H 3.26 2.19 -2.91 -0.307
H 2.25 3.59 -2.62 0.386
H 3.86 2.49 2.45 0.422
H 4.64 2.00 0.96 0.916
H 5.51 0.64 2.80 0.490
H 4.56 -0.38 1.74 0.078
H 3.92 0.55 4.55 0.341
H 3.65 -1.02 3.82 0.338
H 1.92 1.46 3.68 0.344
H 1.43 -0.21 3.87 -0.065
H 0.78 0.55 1.67 -0.232
H 2.05 -0.63 1.46 0.010
H 0.87 -0.25 -2.20 -0.010
H 1.84 -1.61 -1.74 0.077
H 2.44 0.27 -4.07 0.338
H 1.83 -1.37 -4.18 0.249
H 4.34 -1.29 -4.55 0.468
H 3.87 -2.27 -3.17 0.304
H 4.91 0.59 -3.03 0.060
H 5.76 -0.85 -2.51 0.424
H 4.71 0.36 -0.59 0.295
H 4.08 -1.28 -0.76 0.340
```

Summary:
Relative energy (zero: lowest compared OMol25 entry of this formula, charge and spin) ... 4.4 kcal/mol
Charge ... -1
HOMO-LUMO gap ... 5.7 eV

***

What is the formula in the sixth record?
C43H60FN8O4PRbSe2Si